This record from the OMol25 dataset describes a molecular structure, C30H28F6N5O3RuS4. The level of theory is ωB97M-V with the def2-TZVPD basis set.

## Properties
Relative energy (zero: lowest compared OMol25 entry of this formula, charge and spin): 0.483 eV
Electronic energy: -107384.1667 eV
Gap between HOMO and LUMO (spin up / spin down): 3.71 / 3.90 eV
HOMO (spin up / spin down): -5.3 / -5.5 eV
Spin multiplicity: 2

```
77
Properties=species:S:1:pos:R:3:mulliken_charge:R:1
Ru -0.633 2.923 -1.221 0.667
F 3.109 -0.636 3.852 -0.469
C 2.696 0.274 2.937 0.660
C 1.373 0.343 2.563 -0.219
F 0.492 -0.519 3.104 -0.464
C 0.954 1.264 1.618 0.176
F -0.353 1.243 1.331 -0.227
C 1.828 2.148 0.972 0.701
S 1.482 3.290 -0.291 -0.566
C 3.166 2.044 1.400 0.138
F 4.091 2.839 0.852 -0.351
C 3.598 1.141 2.348 0.331
F 4.892 1.077 2.692 -0.338
C 1.482 5.538 -4.334 -1.464
C 0.599 5.007 -3.238 0.753
S 0.129 3.344 -3.287 -0.460
C 0.097 5.806 -2.258 0.469
C 0.397 7.280 -2.198 -1.524
S -0.950 5.161 -1.044 -0.213
H 1.756 4.744 -5.026 0.402
H 2.403 5.955 -3.919 0.289
H 0.992 6.334 -4.902 0.320
H 0.137 7.781 -3.134 0.310
H 1.461 7.454 -2.017 0.281
H -0.158 7.752 -1.388 0.424
C -3.099 -3.932 0.972 -1.030
C -2.512 -3.967 -0.432 -1.054
N -1.773 -2.753 -0.760 0.199
C -2.419 -1.749 -1.419 -0.218
C -1.905 -0.528 -1.701 -0.537
C -2.828 0.466 -2.399 0.138
O -3.889 0.024 -2.841 -0.796
O -2.435 1.670 -2.432 -0.511
C -0.554 -0.245 -1.307 1.987
O 0.042 0.823 -1.435 -0.977
C 0.172 -1.361 -0.676 0.408
C 1.512 -1.168 -0.347 -0.678
C 2.188 -2.139 0.334 0.292
F 3.504 -1.974 0.601 -0.466
C 1.550 -3.300 0.770 -1.641
C 0.232 -3.516 0.405 -0.591
C -0.464 -2.566 -0.354 0.501
N 2.189 -4.260 1.614 0.440
C 3.199 -3.791 2.558 -0.368
C 3.392 -4.898 3.621 -0.725
N 2.279 -5.884 3.424 -0.129
C 2.464 -6.612 2.128 -0.758
C 2.573 -5.531 1.022 -0.576
H -3.655 -4.849 1.173 0.389
H -3.783 -3.089 1.072 0.344
H -2.323 -3.820 1.730 0.283
H -3.307 -4.062 -1.170 0.499
H -1.853 -4.826 -0.574 0.415
H -3.439 -1.948 -1.726 0.494
H 1.995 -0.245 -0.644 0.712
H -0.260 -4.409 0.765 0.502
H 2.844 -2.873 3.023 0.117
H 4.162 -3.580 2.090 0.532
H 3.346 -4.517 4.638 0.401
H 4.322 -5.446 3.487 0.314
H 1.433 -5.313 3.293 0.370
H 2.161 -6.514 4.213 0.299
H 1.606 -7.268 1.995 0.386
H 3.366 -7.213 2.216 0.352
H 1.899 -5.768 0.204 0.471
H 3.593 -5.502 0.620 0.317
S -2.574 2.936 0.580 -0.386
C -3.747 3.784 -0.266 0.343
N -3.916 3.563 -1.606 0.208
C -4.725 4.310 -2.364 -0.079
C -5.479 5.290 -1.788 -0.693
C -5.370 5.395 -0.388 -0.007
N -4.556 4.683 0.350 -0.573
H -3.336 2.793 -2.052 0.242
H -4.735 4.070 -3.418 0.429
H -6.137 5.920 -2.364 0.387
H -5.993 6.106 0.148 0.394
```

This record from the OMol25 dataset describes 8 unconnected molecules or ions with the total composition C57H125N5O11 at a distorted geometry. The level of theory is ωB97M-V with the def2-TZVPD basis set.

## Properties
Relative energy (zero: lowest compared OMol25 entry of this formula, charge and spin): 0.000 eV
Electronic energy: -91100.2175 eV
Gap between HOMO and LUMO: 8.42 eV
SMILES string: CC1(C)CCCC(C)(C)N1O.CC1(C)CCCC(C)(C)N1O.CC1(C)CCCC(C)(C)N1O.CC1(C)CCCC(C)(C)N1O.CC1(C)CCCC(C)(C)N1O.COCCOC.COCCOC.COCCOC
HOMO: -7.9 eV
Spin multiplicity: 1

```
198
Properties=species:S:1:pos:R:3:mulliken_charge:R:1
C 1.987 -30.920 25.886 -0.207
O 0.942 -30.385 25.106 -0.476
C 0.302 -29.282 25.697 0.360
C -0.583 -28.689 24.625 -0.304
O -1.408 -27.697 25.211 -0.162
C -2.263 -27.096 24.266 -0.887
H 2.795 -30.216 26.133 -0.117
H 2.537 -31.657 25.302 0.252
H 1.530 -31.317 26.796 0.323
H 1.045 -28.517 25.967 -0.450
H -0.273 -29.526 26.595 0.443
H -1.220 -29.493 24.230 0.390
H -0.040 -28.310 23.753 -0.051
H -2.876 -26.366 24.792 0.244
H -2.978 -27.838 23.888 0.347
H -1.728 -26.645 23.427 0.275
C 5.263 -28.656 21.059 0.062
O 4.887 -28.582 19.702 -0.463
C 3.477 -28.559 19.503 -0.853
C 2.889 -27.210 19.900 0.310
O 2.320 -27.318 21.194 -0.363
C 1.498 -26.230 21.558 0.193
H 5.599 -29.646 21.390 0.323
H 4.397 -28.377 21.667 -0.066
H 6.077 -27.971 21.307 0.044
H 3.065 -29.401 20.061 0.335
H 3.273 -28.774 18.457 0.409
H 2.081 -26.942 19.206 0.122
H 3.627 -26.402 19.870 -0.089
H 0.770 -26.045 20.761 0.658
H 2.113 -25.336 21.713 -0.169
H 0.997 -26.518 22.480 -0.478
C 5.040 -27.991 25.201 0.046
O 5.356 -27.182 24.093 -0.632
C 4.274 -26.370 23.670 0.487
C 4.065 -25.229 24.619 0.267
O 5.160 -24.341 24.636 0.264
C 5.301 -23.618 25.837 -0.404
H 5.770 -28.788 25.344 -0.162
H 4.039 -28.427 25.104 0.445
H 5.088 -27.403 26.125 -0.018
H 3.336 -26.938 23.765 0.057
H 4.405 -26.085 22.628 -0.298
H 3.773 -25.521 25.634 -0.991
H 3.172 -24.691 24.251 0.322
H 4.463 -22.925 25.970 0.259
H 6.222 -23.041 25.786 0.307
H 5.364 -24.284 26.703 -0.160
C 4.223 -29.013 28.685 -0.849
C 3.191 -28.265 29.567 1.401
C 3.504 -28.608 31.030 -1.125
C 4.724 -27.882 31.620 -0.727
C 4.542 -26.358 31.448 -1.206
C 4.285 -25.977 29.972 1.504
N 3.208 -26.796 29.411 0.454
O 2.981 -26.439 28.047 1.640
C 3.786 -24.515 30.038 -1.808
C 5.619 -25.994 29.207 -1.125
C 1.783 -28.733 29.258 -1.892
H 4.228 -30.074 28.951 0.563
H 5.252 -28.683 28.808 0.175
H 3.875 -28.992 27.650 -0.668
H 2.652 -28.357 31.667 0.409
H 3.706 -29.679 31.077 0.401
H 5.618 -28.227 31.099 0.291
H 4.766 -28.123 32.681 0.453
H 5.533 -25.946 31.645 0.451
H 3.744 -26.074 32.130 0.380
H 3.780 -23.952 29.105 0.048
H 2.776 -24.533 30.454 0.231
H 4.387 -23.972 30.770 0.582
H 5.416 -25.971 28.135 -0.494
H 6.248 -25.143 29.464 0.519
H 6.161 -26.916 29.422 0.296
H 1.767 -29.826 29.158 0.437
H 1.362 -28.425 28.300 -0.021
H 1.111 -28.496 30.082 0.402
H 2.127 -25.996 28.148 -0.843
C 9.142 -24.511 24.419 -1.913
C 8.972 -23.929 23.016 2.238
C 7.936 -22.808 23.188 -0.582
C 7.996 -21.790 22.071 0.033
C 9.373 -21.087 22.145 -1.549
C 10.483 -22.133 21.821 1.512
N 10.267 -23.337 22.628 0.331
O 11.201 -24.341 22.286 -0.543
C 10.425 -22.441 20.313 -1.548
C 11.821 -21.507 22.232 -1.999
C 8.426 -24.987 22.063 -1.325
H 9.639 -23.772 25.054 0.546
H 9.832 -25.360 24.494 0.437
H 8.184 -24.818 24.840 0.076
H 6.961 -23.297 23.230 -0.243
H 8.098 -22.281 24.129 0.481
H 7.336 -20.958 22.347 0.474
H 7.749 -22.081 21.052 -0.390
H 9.546 -20.754 23.168 0.354
H 9.362 -20.267 21.431 0.516
H 11.354 -22.794 19.868 0.391
H 9.639 -23.160 20.079 0.220
H 10.104 -21.547 19.767 0.364
H 11.813 -21.295 23.301 0.409
H 12.614 -22.247 22.097 0.403
H 12.071 -20.633 21.632 0.386
H 9.067 -25.864 21.974 0.387
H 8.360 -24.584 21.047 -0.081
H 7.411 -25.279 22.334 0.159
H 11.663 -24.535 23.110 0.373
C -0.138 -24.284 24.999 -2.029
C -0.030 -23.838 26.463 1.875
C -0.810 -22.536 26.636 -1.449
C -1.230 -22.211 28.061 -0.513
C -2.057 -23.404 28.539 -1.375
C -1.228 -24.703 28.565 1.687
N -0.624 -24.946 27.252 -0.111
O 0.153 -26.127 27.209 1.154
C -0.244 -24.705 29.715 -1.681
C -2.301 -25.788 28.806 -1.973
C 1.448 -23.634 26.856 -0.754
H -1.185 -24.511 24.806 0.527
H 0.207 -23.571 24.247 0.367
H 0.443 -25.193 24.816 0.118
H -0.131 -21.735 26.328 0.356
H -1.674 -22.579 25.970 0.353
H -0.368 -22.005 28.695 0.356
H -1.923 -21.366 28.064 0.439
H -2.871 -23.475 27.809 0.394
H -2.573 -23.144 29.466 0.402
H 0.479 -25.520 29.635 0.027
H -0.751 -24.709 30.682 0.584
H 0.381 -23.807 29.777 0.311
H -1.829 -26.770 28.947 0.255
H -2.994 -25.911 27.976 0.361
H -2.810 -25.638 29.760 0.423
H 2.045 -24.523 26.675 -0.754
H 1.834 -22.837 26.212 0.591
H 1.604 -23.267 27.871 0.287
H -0.435 -26.708 26.695 -0.092
C 1.607 -24.126 17.463 -1.737
C 2.742 -23.253 17.962 1.693
C 2.432 -22.836 19.414 -0.959
C 3.656 -22.269 20.157 -0.911
C 4.770 -23.329 20.062 0.829
C 5.196 -23.650 18.613 1.539
N 4.010 -23.968 17.843 1.145
O 4.321 -24.298 16.520 -0.595
C 5.997 -22.471 18.064 -1.608
C 6.115 -24.886 18.712 -1.242
C 2.741 -21.944 17.132 -2.037
H 0.612 -23.750 17.715 0.353
H 1.580 -25.169 17.800 0.164
H 1.571 -24.244 16.374 0.496
H 1.671 -22.056 19.433 0.451
H 2.070 -23.735 19.919 0.054
H 3.372 -22.092 21.194 0.474
H 4.037 -21.353 19.704 0.374
H 4.313 -24.191 20.562 -0.781
H 5.633 -23.052 20.669 -0.514
H 6.902 -22.214 18.615 0.220
H 6.325 -22.692 17.045 0.413
H 5.351 -21.594 18.004 0.304
H 6.975 -24.662 19.339 -0.020
H 5.548 -25.737 19.092 0.142
H 6.436 -25.150 17.703 0.461
H 3.280 -22.040 16.192 0.350
H 3.181 -21.115 17.692 0.354
H 1.712 -21.606 16.980 0.474
H 3.926 -25.162 16.352 0.335
C 4.607 -33.922 26.533 -1.900
C 6.024 -33.549 26.089 1.571
C 5.855 -32.329 25.148 -0.424
C 7.137 -31.529 24.845 -0.709
C 7.859 -31.286 26.158 -1.330
C 8.078 -32.457 27.090 1.914
N 6.844 -33.215 27.232 0.827
O 6.942 -34.212 28.220 -0.555
C 9.289 -33.255 26.541 -1.938
C 8.518 -31.936 28.478 -2.187
C 6.587 -34.697 25.255 -1.716
H 4.745 -34.839 27.116 0.501
H 3.906 -34.234 25.756 0.351
H 4.105 -33.125 27.079 0.227
H 5.395 -32.629 24.205 0.613
H 5.127 -31.622 25.566 -0.535
H 6.931 -30.577 24.358 0.417
H 7.751 -32.127 24.165 0.471
H 7.443 -30.408 26.678 0.201
H 8.822 -30.791 25.959 0.444
H 9.288 -33.420 25.467 0.305
H 10.202 -32.797 26.919 0.473
H 9.282 -34.244 27.014 0.406
H 9.288 -31.170 28.397 0.458
H 7.682 -31.469 29.007 0.342
H 8.869 -32.765 29.092 0.487
H 7.602 -34.570 24.888 0.270
H 5.982 -34.907 24.369 0.416
H 6.510 -35.602 25.866 0.374
H 6.616 -33.764 29.007 0.333
```

This record from the OMol25 dataset describes a gas-phase ion, C13H21N2 (charge +1) at a distorted geometry. The level of theory is ωB97M-V with the def2-TZVPD basis set.

## Properties
Relative energy (zero: lowest compared OMol25 entry of this formula, charge and spin): 6.913 eV
Charge: +1
Electronic energy: -16789.9350 eV
Gap between HOMO and LUMO: 9.24 eV
SMILES string: C[C@@H]1C/C2=C\CC=C=C(CN(C)CC2)[NH2+]1
HOMO: -12.3 eV
Spin multiplicity: 1

```
36
Properties=species:S:1:pos:R:3:mulliken_charge:R:1
C 0.656 -2.671 1.081 -0.703
C 0.980 -1.484 1.511 0.411
C -0.367 -3.108 0.047 -0.799
C -1.368 -2.082 -0.397 -0.722
C -2.123 0.151 -0.722 -1.307
C 0.064 -0.556 -1.791 -1.451
C -1.785 0.685 0.791 -0.805
C 0.175 0.812 2.262 -0.691
C 1.458 -0.432 -0.911 0.323
C 1.236 -0.190 1.700 -0.039
C -1.249 -0.934 -1.093 0.981
C 2.564 0.041 -1.920 -1.512
C -0.662 2.856 1.308 -1.248
N -0.540 1.344 1.118 -0.157
N 1.557 0.403 0.293 0.045
H 1.455 -3.565 1.293 0.267
H -0.835 -3.944 0.566 0.483
H 0.117 -3.582 -0.779 0.507
H -2.449 -2.271 -0.104 0.310
H -3.288 -0.095 -0.668 0.379
H -2.151 1.003 -1.392 0.461
H 0.017 0.355 -2.326 0.640
H 0.442 -1.247 -2.599 0.464
H -2.621 1.357 0.888 0.354
H -1.935 -0.295 1.284 0.457
H -0.269 0.243 3.140 0.403
H 0.716 1.635 2.689 0.382
H 1.554 -1.491 -0.685 0.173
H 3.385 0.565 -1.411 0.415
H 2.262 0.693 -2.715 0.334
H 2.953 -0.889 -2.397 0.365
H 0.265 3.396 1.383 0.410
H -1.254 3.200 0.520 0.427
H -1.199 3.207 2.122 0.487
H 2.448 0.906 0.315 0.411
H 0.752 1.098 0.256 0.542
```